(1)
{
  "formula": "C4H11NO2",
  "method": "ωB97M-V/def2-TZVPD",
  "species": ["C", "C", "O", "O", "H", "H", "H", "H", "C", "C", "N", "H", "H", "H", "H", "H", "H", "H"],
  "coordinates": [[0.573, -0.773, -1.850], [-0.419, -0.422, -2.925], [-1.542, -0.825, -2.970], [0.065, 0.334, -3.937], [0.078, -1.197, -0.987], [1.150, 0.118, -1.565], [1.280, -1.470, -2.316], [0.983, 0.620, -3.801], [-0.099, 1.485, 1.631], [-0.617, 0.064, 1.899], [0.356, -0.733, 2.641], [-0.678, 2.225, 2.172], [-0.151, 1.706, 0.567], [0.948, 1.499, 1.916], [-1.587, 0.107, 2.400], [-0.830, -0.449, 0.961], [0.317, -0.566, 3.640], [0.174, -1.722, 2.525]],
  "atomic_forces_ev_per_a": [[0.493, 0.509, -0.413], [0.127, -0.239, 0.055], [-0.212, 0.075, 0.024], [0.219, 0.340, -0.249], [0.036, -0.148, -0.015], [-0.146, -0.228, 0.105], [-0.106, -0.071, 0.354], [-0.383, -0.238, 0.147], [-0.106, -0.625, -0.216], [-0.300, 0.015, 0.046], [0.173, -0.356, 0.069], [0.120, 0.219, 0.101], [-0.066, 0.193, -0.064], [0.120, 0.279, 0.131], [-0.104, 0.080, 0.116], [0.187, -0.016, -0.057], [-0.031, 0.188, -0.108], [-0.021, 0.024, -0.026]],
  "multiplicity": 1,
  "total_energy_ev": -9911.4396,
  "lumo_energy_ha": 0.020,
  "homo_ev": -9.425,
  "de_lowest_ev": 0.802,
  "smiles": "CC(=O)O.CCN"
}



(2)
{
  "formula": "C5H13NO",
  "method": "ωB97M-V/def2-TZVPD",
  "species": ["C", "C", "C", "C", "N", "C", "H", "H", "H", "H", "H", "H", "H", "H", "H", "H", "H", "O", "H", "H"],
  "coordinates": [[-2.188, 2.346, -0.307], [-0.911, 1.492, -0.486], [-0.544, 0.444, 0.324], [-1.442, -0.030, 1.302], [0.700, -0.254, 0.107], [1.131, -1.102, 1.215], [-2.783, 2.537, 0.625], [-2.852, 2.051, -1.117], [-1.800, 3.409, -0.424], [-0.278, 1.546, -1.446], [-2.445, 0.223, 1.142], [-1.336, -1.118, 1.414], [-1.326, 0.446, 2.282], [1.272, 0.471, -0.347], [0.576, -2.065, 1.341], [1.280, -0.588, 2.320], [2.149, -1.339, 0.903], [2.548, -2.333, -1.939], [2.543, -1.684, -2.637], [3.434, -2.348, -1.583]],
  "atomic_forces_ev_per_a": [[1.457, 1.596, -0.511], [0.830, -1.729, 0.630], [1.135, 2.165, -3.519], [-0.417, -1.508, 3.139], [-2.715, 1.241, 0.640], [1.981, 1.021, 1.347], [0.900, -1.392, -0.371], [-0.381, 0.549, -0.022], [-0.742, -0.995, -0.625], [-1.123, 0.739, 1.467], [-1.519, 0.087, -0.946], [-0.300, 0.357, 0.195], [0.655, -0.323, 0.267], [0.603, -1.335, 0.869], [0.259, 1.049, -0.351], [-0.727, -0.963, -2.606], [0.058, -0.527, 0.390], [-0.352, -0.399, 0.277], [0.071, 0.306, -0.271], [0.327, 0.059, 0.000]],
  "multiplicity": 1,
  "total_energy_ev": -8931.2066,
  "lumo_energy_ha": 0.029,
  "homo_ev": -7.346,
  "de_lowest_ev": 2.804,
  "smiles": "C/C=C(\\C)NC.O"
}



(3)
{
  "formula": "CN3O3",
  "method": "ωB97M-V/def2-TZVPD",
  "species": ["N", "C", "O", "N", "O", "N", "O"],
  "coordinates": [[-2.507, -0.227, -0.312], [-1.398, -0.460, 0.037], [-0.252, -1.020, 0.302], [1.157, -0.128, 0.019], [2.106, -0.820, -0.236], [1.015, 1.080, 0.026], [-0.120, 1.575, 0.166]],
  "atomic_forces_ev_per_a": [[2.160, -0.414, 0.993], [-1.121, -0.572, -1.086], [-1.523, 0.628, 0.006], [0.908, -0.349, -0.079], [0.750, -1.604, -0.106], [-0.637, 1.492, -0.104], [-0.538, 0.819, 0.376]],
  "multiplicity": 1,
  "total_energy_ev": -11645.1821,
  "lumo_energy_ha": 0.150,
  "homo_ev": -4.165,
  "de_lowest_ev": 0.847,
  "charge": -1,
  "smiles": "N#CON([O-])N=O"
}



(4)
{
  "formula": "H26O13",
  "method": "ωB97M-V/def2-TZVPD",
  "species": ["H", "H", "H", "H", "H", "H", "H", "H", "H", "H", "H", "H", "H", "H", "H", "H", "H", "H", "H", "H", "H", "H", "H", "H", "H", "H", "O", "O", "O", "O", "O", "O", "O", "O", "O", "O", "O", "O", "O"],
  "coordinates": [[-0.436, 0.847, -0.003], [0.729, 0.032, -0.542], [-0.026, -0.769, 0.784], [-0.733, -1.543, 1.885], [1.100, 0.656, 3.633], [1.474, 1.145, 5.023], [1.288, 2.410, -0.206], [2.521, 1.667, -0.694], [-4.714, 1.471, 0.912], [-5.962, 1.395, 1.776], [3.159, -1.629, -4.224], [3.178, -0.125, -4.437], [0.842, -2.925, 4.253], [0.394, -2.112, 3.050], [-0.606, 2.440, -4.109], [-0.230, 3.585, -3.183], [-0.382, -1.746, -2.716], [0.737, -1.084, -1.929], [-1.427, -3.166, 1.913], [-2.030, -3.258, 3.305], [-1.338, 3.908, 0.571], [-0.119, 3.599, 1.425], [4.601, 0.727, 0.081], [5.290, -0.124, -0.972], [-3.332, -3.484, -3.289], [-3.516, -2.224, -2.459], [-0.228, 0.126, -0.608], [-0.904, -0.976, 1.124], [1.611, 1.335, 4.088], [2.250, 2.461, -0.219], [-5.673, 1.559, 0.872], [2.995, -0.795, -3.769], [0.054, -2.662, 3.765], [0.061, 3.123, -3.977], [-0.222, -1.104, -2.015], [-1.272, -2.903, 2.827], [-0.488, 3.454, 0.547], [5.010, -0.135, -0.050], [-3.655, -3.177, -2.434]],
  "atomic_forces_ev_per_a": [[0.024, 0.459, 0.346], [0.080, 0.605, -0.126], [-0.777, -0.309, 0.024], [-0.903, 0.300, 0.167], [0.010, 0.055, 0.029], [0.033, 0.029, -0.075], [-0.126, 0.247, -0.071], [-0.014, 0.150, -0.096], [-0.066, -0.055, -0.059], [-0.022, 0.003, -0.107], [-0.012, 0.037, 0.092], [-0.089, 0.040, 0.093], [1.351, 0.342, 0.898], [0.405, -0.219, 0.582], [0.100, 0.008, 0.024], [0.110, -0.034, -0.032], [0.268, -0.386, -0.310], [-0.116, -0.262, -0.617], [-0.999, -0.316, -0.748], [-0.179, 0.097, 0.006], [0.054, -0.084, -0.109], [0.109, -0.020, 0.001], [0.092, 0.008, 0.151], [-0.005, -0.066, 0.056], [-0.073, -0.028, 0.097], [-0.007, -0.039, 0.135], [1.061, 5.349, 1.910], [0.367, -1.126, 2.134], [-0.110, -0.084, 0.035], [0.137, -0.333, 0.025], [0.110, 0.029, 0.163], [0.069, -0.066, -0.094], [10.061, 1.744, 7.063], [-0.163, -0.014, 0.041], [-0.101, -3.733, -4.124], [-10.544, -2.463, -7.252], [-0.095, -0.037, 0.135], [-0.136, 0.112, -0.176], [0.096, 0.062, -0.211]],
  "multiplicity": 1,
  "total_energy_ev": -27031.7192,
  "lumo_energy_ha": 0.000,
  "homo_ev": -8.416,
  "de_lowest_ev": 10.228
}



(5)
{
  "formula": "C37H65ClN8OS2Si4Y",
  "method": "ωB97M-V/def2-TZVPD",
  "species": ["Y", "C", "C", "N", "N", "C", "S", "S", "C", "C", "C", "C", "C", "C", "C", "C", "C", "C", "C", "C", "C", "O", "H", "H", "H", "H", "H", "H", "H", "H", "H", "H", "H", "H", "H", "H", "C", "N", "C", "C", "N", "C", "C", "N", "C", "C", "N", "C", "N", "C", "C", "C", "N", "C", "H", "H", "H", "H", "H", "H", "H", "H", "H", "H", "H", "H", "H", "H", "H", "H", "H", "H", "H", "H", "H", "H", "H", "H", "Cl", "C", "Si", "C", "C", "Si", "Si", "C", "C", "C", "Si", "C", "C", "C", "H", "H", "H", "H", "H", "H", "H", "H", "H", "H", "H", "H", "H", "H", "H", "H", "H", "H", "H", "H", "H", "H", "H", "H", "H", "H", "H"],
  "coordinates": [[-0.418, -0.319, 0.269], [1.082, -4.350, -1.849], [0.346, -3.058, -1.588], [0.495, -2.478, -0.437], [1.282, -3.143, 0.474], [2.128, -2.480, 1.167], [2.513, -0.822, 1.081], [3.062, -3.478, 2.333], [4.725, -3.272, 1.566], [4.937, -4.409, 0.627], [4.877, -4.235, -0.749], [5.020, -5.320, -1.599], [5.209, -6.591, -1.086], [5.243, -6.776, 0.288], [5.106, -5.694, 1.135], [-0.442, -2.470, -2.655], [-0.969, -3.303, -3.649], [-1.641, -2.818, -4.747], [-1.794, -1.444, -4.899], [-1.314, -0.593, -3.941], [-0.676, -1.054, -2.760], [-0.285, -0.190, -1.890], [2.097, -4.276, -1.457], [0.588, -5.153, -1.304], [1.122, -4.596, -2.904], [4.729, -2.298, 1.079], [5.435, -3.279, 2.393], [4.704, -3.249, -1.156], [4.960, -5.171, -2.665], [5.312, -7.438, -1.750], [5.355, -7.770, 0.696], [5.097, -5.833, 2.206], [-0.886, -4.375, -3.534], [-2.047, -3.501, -5.481], [-2.305, -1.049, -5.769], [-1.440, 0.478, -4.031], [2.736, 4.611, -1.467], [2.353, 3.404, -2.160], [3.051, 3.264, -3.429], [2.947, 1.779, -3.737], [2.758, 1.218, -2.425], [2.651, -0.207, -2.319], [2.190, 2.126, -1.571], [1.624, 1.756, -0.491], [1.190, 2.634, 0.565], [-0.154, 3.325, 0.297], [-1.246, 2.379, 0.166], [-2.330, 2.776, -0.393], [-2.616, 4.069, -0.883], [-2.420, 5.225, -0.027], [-3.906, 4.028, -1.555], [-4.163, 2.533, -1.740], [-3.350, 1.916, -0.716], [-4.031, 1.098, 0.260], [2.741, 5.424, -2.198], [3.742, 4.546, -1.028], [2.023, 4.867, -0.691], [4.103, 3.577, -3.333], [2.573, 3.890, -4.190], [3.855, 1.376, -4.197], [2.091, 1.549, -4.394], [3.604, -0.653, -2.616], [1.860, -0.600, -2.964], [2.432, -0.461, -1.285], [1.935, 3.411, 0.786], [1.088, 2.012, 1.465], [-0.068, 3.913, -0.628], [-0.339, 4.005, 1.140], [-1.447, 5.684, -0.197], [-2.509, 4.965, 1.031], [-3.184, 5.968, -0.260], [-3.862, 4.572, -2.503], [-4.687, 4.490, -0.930], [-3.822, 2.191, -2.721], [-5.212, 2.261, -1.623], [-4.873, 1.645, 0.707], [-3.338, 0.804, 1.045], [-4.395, 0.194, -0.222], [-2.622, -1.569, -0.512], [-2.817, 1.165, 5.855], [-1.972, 1.341, 4.133], [-0.429, 2.429, 4.500], [-3.165, 2.605, 3.289], [-1.243, -0.632, 2.940], [-2.985, -2.306, 3.045], [-2.409, -3.847, 2.074], [-3.421, -2.999, 4.793], [-4.680, -1.750, 2.341], [0.304, -1.544, 4.544], [2.021, -0.693, 4.595], [-0.255, -1.432, 6.385], [0.538, -3.432, 4.304], [-3.118, 2.125, 6.269], [-2.146, 0.694, 6.563], [-3.703, 0.544, 5.784], [-0.664, 3.340, 5.046], [0.073, 2.718, 3.581], [0.288, 1.873, 5.094], [-3.265, 3.520, 3.871], [-4.160, 2.188, 3.176], [-2.812, 2.879, 2.302], [-1.415, -4.155, 2.383], [-2.364, -3.617, 1.016], [-3.068, -4.702, 2.198], [-2.561, -3.481, 5.243], [-4.221, -3.734, 4.748], [-3.741, -2.211, 5.466], [-4.600, -1.666, 1.265], [-4.976, -0.782, 2.734], [-5.476, -2.454, 2.565], [1.938, 0.309, 5.006], [2.446, -0.597, 3.603], [2.734, -1.241, 5.203], [-0.087, -0.437, 6.787], [0.284, -2.137, 7.013], [-1.312, -1.653, 6.476], [0.587, -3.685, 3.249], [-0.293, -3.983, 4.735], [1.454, -3.800, 4.754]],
  "atomic_forces_ev_per_a": [[0.937, 0.431, -1.689], [0.030, 0.126, 0.092], [0.588, -0.156, 0.680], [-0.231, 0.890, -0.298], [-0.066, -1.343, 0.139], [0.163, -0.062, -0.030], [-0.679, 0.637, -0.214], [0.286, 0.056, 0.100], [-0.614, -0.042, 0.283], [0.125, -0.008, -0.124], [0.075, 0.029, 0.076], [-0.047, -0.026, -0.087], [-0.004, -0.086, -0.135], [0.000, -0.042, 0.119], [0.095, -0.015, -0.089], [-0.302, 0.829, -0.268], [0.018, 0.011, 0.020], [-0.146, -0.243, -0.161], [-0.043, -0.044, -0.082], [0.115, 0.165, 0.320], [-0.030, -0.662, -0.862], [0.152, 0.259, 0.257], [-0.089, -0.077, -0.021], [0.028, -0.151, 0.086], [-0.043, 0.035, -0.059], [0.131, -0.017, 0.055], [0.047, 0.018, -0.067], [0.000, 0.135, -0.008], [0.017, 0.010, -0.159], [-0.005, -0.033, -0.047], [0.047, -0.072, 0.037], [0.031, -0.061, 0.105], [0.106, -0.071, 0.001], [-0.012, -0.027, 0.000], [0.002, 0.026, -0.016], [-0.008, 0.077, 0.027], [-0.132, -0.023, 0.214], [-0.106, -0.167, -0.205], [0.062, -0.018, -0.167], [-0.011, 0.030, -0.133], [0.090, 0.327, -0.517], [-0.153, -0.282, 0.107], [0.050, 0.081, 0.092], [-0.313, -0.182, 0.223], [-0.198, 0.284, -0.283], [0.209, 0.154, 0.229], [0.086, -0.518, 0.034], [0.409, 0.018, 0.032], [0.022, -0.398, -0.125], [0.317, 0.159, 0.107], [-0.298, 0.066, -0.117], [0.063, 0.015, -0.267], [-0.245, 0.125, -0.242], [-0.225, -0.155, 0.189], [-0.027, -0.058, 0.111], [-0.048, -0.015, 0.011], [-0.014, 0.063, 0.096], [-0.090, -0.060, 0.020], [0.122, -0.041, 0.040], [-0.123, 0.058, -0.017], [0.118, 0.041, 0.087], [0.056, -0.016, 0.042], [0.042, 0.010, -0.001], [0.077, -0.107, -0.164], [-0.122, -0.104, 0.206], [0.059, 0.157, 0.107], [-0.012, 0.041, 0.101], [0.091, 0.054, -0.094], [0.019, 0.074, 0.090], [-0.012, 0.028, 0.032], [0.041, -0.071, -0.010], [-0.066, -0.070, 0.066], [0.100, -0.068, -0.030], [-0.102, 0.047, -0.046], [0.010, 0.035, 0.010], [0.064, 0.033, 0.063], [-0.040, -0.065, 0.051], [0.032, 0.058, 0.138], [0.143, 0.117, 0.226], [0.301, -0.266, -0.556], [-0.037, 0.745, 0.541], [-0.305, -0.445, -0.176], [0.294, -0.564, -0.089], [-0.671, -0.146, 1.677], [-0.326, -0.514, 0.190], [-0.060, 0.471, 0.112], [0.310, 0.450, -0.452], [0.578, 0.028, 0.100], [0.353, -0.136, 0.759], [-0.525, -0.127, -0.292], [-0.099, 0.088, -0.611], [-0.150, 0.543, -0.259], [0.020, 0.253, -0.099], [0.156, -0.166, 0.191], [-0.243, -0.184, -0.010], [-0.245, 0.134, 0.093], [0.133, 0.036, -0.246], [0.213, -0.155, 0.132], [0.148, 0.047, 0.280], [-0.270, -0.140, -0.064], [0.090, 0.048, -0.267], [0.215, -0.046, 0.114], [0.033, 0.050, -0.169], [-0.262, -0.092, 0.176], [0.257, -0.112, 0.134], [-0.170, -0.140, -0.204], [-0.075, 0.249, 0.200], [0.015, 0.043, -0.245], [-0.062, 0.250, 0.145], [-0.053, -0.253, 0.158], [-0.115, 0.221, 0.135], [0.078, -0.017, -0.142], [0.022, -0.264, 0.225], [0.029, 0.251, 0.071], [0.220, -0.169, -0.002], [-0.296, -0.065, 0.074], [-0.065, -0.135, -0.196], [-0.239, -0.030, 0.067], [0.186, 0.107, 0.217]],
  "multiplicity": 1,
  "total_energy_ev": -120146.9335,
  "lumo_energy_ha": 0.079,
  "homo_ev": -4.537,
  "de_lowest_ev": 1.348,
  "charge": -1
}



What is the formula in the third record?
CN3O3